*i*
Entry from the OMol25 dataset: C9H18N2O4 in the gas phase (ωB97M-V/def2-TZVPD).

Bonds (Å) are listed after each position.
Geometry (Å):
1 C -3.053 -1.860 2.089  C2 1.564, H16 1.108, H17 1.081, H18 1.089
2 C -1.727 -1.954 1.263  C1 1.564, C3 1.543, C4 1.550, H19 1.122
3 C -0.778 -2.898 2.029  C2 1.543, H20 1.078, H21 1.103, H22 1.155
4 C -1.087 -0.547 1.142  C2 1.550, N5 1.473, C6 1.564, H23 1.109
5 N -1.891 0.642 0.813  C4 1.473, H24 1.003, H25 1.036
6 C 0.052 -0.598 0.073  C4 1.564, O7 1.195, N8 1.334
7 O 0.612 -1.616 -0.206  C6 1.195
8 N 0.336 0.606 -0.428  C6 1.334, C9 1.455, H26 1.007
9 C 1.580 0.920 -1.114  N8 1.455, C10 1.524, C13 1.530, H27 1.092
10 C 2.700 1.436 -0.218  C9 1.524, O11 1.192, O12 1.337
11 O 3.826 1.598 -0.572  C10 1.192
12 O 2.270 1.599 1.038  C10 1.337, H28 0.987
13 C 1.273 1.941 -2.212  C9 1.530, C14 1.511, O15 1.427, H29 1.101
14 C 2.337 2.082 -3.276  C13 1.511, H30 1.102, H31 1.140, H32 1.095
15 O 0.103 1.524 -2.915  C13 1.427, H33 0.965
16 H -3.813 -1.239 1.576  C1 1.108
17 H -3.555 -2.806 2.228  C1 1.081
18 H -2.919 -1.423 3.077  C1 1.089
19 H -2.081 -2.361 0.278  C2 1.122
20 H -1.319 -3.828 2.095  C3 1.078
21 H 0.172 -3.041 1.487  C3 1.103
22 H -0.698 -2.424 3.079  C3 1.155
23 H -0.535 -0.343 2.082  C4 1.109
24 H -2.479 0.826 1.605  N5 1.003
25 H -2.554 0.371 0.064  N5 1.036
26 H -0.262 1.374 -0.170  N8 1.007
27 H 1.933 0.028 -1.635  C9 1.092
28 H 2.966 2.085 1.540  O12 0.987
29 H 1.082 2.892 -1.691  C13 1.101
30 H 2.307 1.159 -3.877  C14 1.102
31 H 3.425 2.154 -2.941  C14 1.140
32 H 2.013 2.932 -3.886  C14 1.095
33 H -0.235 0.770 -2.416  O15 0.965

HOMO-LUMO gap in eV: 10.13
2S+1: 1
Structure (SMILES): CC(C)[C@H](N)C(=O)N[C@H](C(=O)O)[C@@H](C)O


*ii*
Entry from the OMol25 dataset: C9H18N2O4 in the gas phase (ωB97M-V/def2-TZVPD).

Bonds (Å) are listed after each position.
Geometry (Å):
1 C 0.182 -3.213 -2.339  C2 1.618, H16 1.080, H17 1.268, H18 1.112
2 C -0.617 -1.875 -1.900  C1 1.618, C3 1.562, H19 1.213, H20 1.081
3 C -0.868 -1.747 -0.364  C2 1.562, C4 1.541, C5 1.571, H21 1.074
4 C -2.006 -0.743 -0.095  C3 1.541, H22 1.051, H23 1.156, H24 1.026
5 C 0.516 -1.332 0.252  C3 1.571, N6 1.405, C7 1.510, H25 1.121
6 N 0.378 -1.519 1.638  C5 1.405, H26 1.091, H27 1.060
7 C 0.848 0.090 -0.134  C5 1.510, O8 1.300, N9 1.433
8 O 1.416 0.621 -1.175  C7 1.300
9 N 0.435 1.011 0.884  C7 1.433, C10 1.496, H28 1.074
10 C 1.135 2.329 0.774  N9 1.496, C11 1.573, C13 1.561, H29 1.100
11 C 0.246 3.123 -0.252  C10 1.573, O12 1.471, H30 1.044, H31 1.144
12 O -1.065 3.167 0.414  C11 1.471, H32 0.936
13 C 1.321 2.887 2.219  C10 1.561, O14 1.198, O15 1.394
14 O 2.389 2.661 2.713  C13 1.198
15 O 0.215 3.471 2.835  C13 1.394, H33 0.951
16 H 0.172 -3.349 -3.410  C1 1.080
17 H 1.380 -3.299 -1.932  C1 1.268
18 H -0.251 -4.166 -1.964  C1 1.112
19 H 0.003 -0.860 -2.138  C2 1.213
20 H -1.574 -1.897 -2.401  C2 1.081
21 H -1.186 -2.745 -0.125  C3 1.074
22 H -2.931 -1.157 -0.371  C4 1.051
23 H -2.159 -0.646 1.047  C4 1.156
24 H -1.849 0.136 -0.601  C4 1.026
25 H 1.268 -2.039 -0.186  C5 1.121
26 H 1.263 -2.075 1.952  N6 1.091
27 H -0.485 -2.124 1.747  N6 1.060
28 H 0.550 0.606 1.872  N9 1.074
29 H 2.121 2.116 0.334  C10 1.100
30 H 0.263 2.677 -1.196  C11 1.044
31 H 0.682 4.162 -0.451  C11 1.144
32 H -1.325 2.301 0.176  O12 0.936
33 H -0.469 3.426 2.177  O15 0.951

HOMO-LUMO gap in eV: 10.52
2S+1: 1
Structure (SMILES): CC[C@H](C)[C@H](N)C(=O)N[C@@H](CO)C(=O)O


Stability, lowest: *ii*


*i*
Entry from the OMol25 dataset: CH4NOPS in the gas phase (ωB97M-V/def2-TZVPD).

Bonds (Å) are listed after each position.
Geometry (Å):
1 C -1.024 -0.239 -0.626  P4 1.965, H6 1.141, H7 1.088
2 N 1.109 1.132 0.310  O3 1.361, S5 1.683, H8 1.053
3 O 0.023 1.432 -0.452  N2 1.361
4 P 0.239 -1.600 0.020  C1 1.965, S5 2.191, H9 1.417
5 S 1.991 -0.288 0.121  N2 1.683, P4 2.191
6 H -2.111 -0.037 -0.345  C1 1.141
7 H -0.903 -0.270 -1.707  C1 1.088
8 H 0.851 1.225 1.327  N2 1.053
9 H -0.175 -1.355 1.353  P4 1.417

HOMO-LUMO gap (spin up / spin down) in eV: 6.95 / 7.57
2S+1: 3
<S²>: 2.012


*ii*
Entry from the OMol25 dataset: 2 unconnected molecules or ions with the total composition CH4NOPS (ωB97M-V/def2-TZVPD).

Bonds (Å) are listed after each position.
Geometry (Å):
1 C -1.786 -0.380 0.886  O3 1.211, H6 1.136, H7 1.093
2 N 2.574 -0.855 -0.292  P4 1.674, S5 1.663, H8 1.017
3 O -1.465 -0.566 -0.267  C1 1.211
4 P 1.044 -0.610 -0.925  N2 1.674, H9 1.373
5 S 3.586 0.019 0.698  N2 1.663
6 H -2.729 0.046 1.354  C1 1.136
7 H -1.234 -0.735 1.759  C1 1.093
8 H 3.182 -1.593 -0.639  N2 1.017
9 H 0.912 0.504 -0.133  P4 1.373

HOMO-LUMO gap (spin up / spin down) in eV: 7.10 / 7.10
2S+1: 3
<S²>: 2.006


Stability, lowest: *i*


*i*
Entry from the OMol25 dataset: 3 unconnected molecules or ions with the total composition C3H10O3 (ωB97M-V/def2-TZVPD).

Bonds (Å) are listed after each position.
Geometry (Å):
1 C 0.729 0.969 -3.290  C2 1.380, H5 1.104, H6 1.185
2 C 0.091 0.677 -2.102  C1 1.380, C3 1.511, H7 1.099
3 C 0.870 0.822 -0.815  C2 1.511, O4 1.463, H8 1.168, H9 1.062
4 O 0.103 0.477 0.382  C3 1.463, H10 1.038
5 H 0.145 0.999 -4.227  C1 1.104
6 H 1.865 1.277 -3.156  C1 1.185
7 H -0.923 1.007 -1.833  C2 1.099
8 H 1.924 0.321 -0.788  C3 1.168
9 H 1.254 1.807 -0.711  C3 1.062
10 H -0.338 -0.446 0.211  O4 1.038
11 O 0.726 -1.911 1.474  H12 0.913, H13 0.953
12 H 1.606 -2.147 1.418  O11 0.913
13 H 0.702 -1.226 2.136  O11 0.953
14 O -2.291 -0.450 2.853  H15 0.951, H16 0.974
15 H -2.161 0.068 3.640  O14 0.951
16 H -2.514 -1.398 2.881  O14 0.974

HOMO-LUMO gap in eV: 9.99
2S+1: 1
Structure (SMILES): C=CCO.O.O


*ii*
Entry from the OMol25 dataset: 2 unconnected molecules or ions with the total composition C3H10O3 (ωB97M-V/def2-TZVPD).

Bonds (Å) are listed after each position.
Geometry (Å):
1 O 1.140 0.472 -2.253  C2 1.415, H6 0.961
2 C 0.307 0.890 -1.188  O1 1.415, C3 1.545, H7 1.093, H8 1.089
3 C 0.784 0.201 0.110  C2 1.545, C4 1.521, H9 1.088, H10 1.087
4 C -0.069 0.498 1.333  C3 1.521, O5 1.423, H11 1.079, H12 1.090
5 O -0.273 1.894 1.521  C4 1.423, H13 0.958
6 H 0.629 0.049 -2.948  O1 0.961
7 H 0.365 1.972 -1.052  C2 1.093
8 H -0.730 0.630 -1.397  C2 1.089
9 H 0.802 -0.869 -0.085  C3 1.088
10 H 1.824 0.508 0.189  C3 1.087
11 H -1.044 0.055 1.199  C4 1.079
12 H 0.459 0.107 2.203  C4 1.090
13 H 0.523 2.305 1.858  O5 0.958
14 O -1.800 -3.080 0.415  H15 0.964, H16 0.957
15 H -2.012 -2.841 -0.494  O14 0.964
16 H -0.904 -2.791 0.589  O14 0.957

HOMO-LUMO gap in eV: 10.61
2S+1: 1
Structure (SMILES): OCCCO.O


Stability, lowest: *i*